Computed, not measured: a cluster of 13 separate species, C55H84O23S7 in total in a non-equilibrium geometry, with wB97M-V/def2-TZVPD.

As for the total energy: -181332.36566 eV. The spin multiplicity is 1. Its HOMO-LUMO gap is 9.4 eV. As for the HOMO energy: -0.335 Ha. Its net charge is 0.

```
169
Properties=species:S:1:pos:R:3:forces:R:3
C 11.369 4.668 -19.256 0.1 0.1 -0.3
C 10.037 4.908 -19.976 0.3 -0.3 0.1
O 9.716 3.614 -20.515 -0.4 0.2 -0.7
S 11.012 2.879 -21.021 0.5 -0.6 1.3
O 11.414 3.170 -22.338 0.0 1.1 -0.9
O 10.898 1.507 -20.701 -0.3 -0.7 0.4
O 11.990 3.591 -19.985 0.0 0.0 -0.2
H 11.263 4.375 -18.215 0.0 -0.1 0.0
H 12.023 5.525 -19.394 0.0 0.1 0.4
H 10.180 5.645 -20.767 -0.3 -0.1 -0.1
H 9.197 5.155 -19.339 0.1 0.2 0.1
C 13.062 -2.124 -23.442 0.1 0.2 0.5
C 12.486 -3.411 -24.020 0.2 -0.2 -0.1
O 13.355 -3.698 -25.135 -0.2 0.1 -0.1
S 13.767 -2.325 -25.831 0.1 -0.8 1.1
O 12.747 -1.848 -26.665 -1.1 0.4 -0.8
O 15.065 -2.515 -26.337 1.1 0.1 -0.3
O 13.794 -1.474 -24.499 0.1 0.1 -0.1
H 13.780 -2.309 -22.645 -0.1 -0.1 0.0
H 12.288 -1.455 -23.079 0.0 0.1 -0.1
H 11.453 -3.305 -24.354 0.0 0.0 -0.1
H 12.581 -4.249 -23.338 -0.1 0.0 0.0
O 18.520 -6.012 -23.551 0.5 0.1 0.4
S 17.269 -6.154 -24.220 -0.4 0.7 0.0
O 16.828 -7.456 -24.575 -0.2 -0.8 -0.4
O 16.110 -5.489 -23.331 0.6 -0.1 0.2
C 16.133 -5.975 -21.961 -0.2 0.5 0.6
C 15.480 -7.319 -21.789 -0.8 -0.9 -0.2
C 17.220 -5.080 -25.613 -0.4 -0.9 0.0
H 15.571 -5.245 -21.375 -0.1 0.2 -0.3
H 17.146 -5.904 -21.563 0.1 -0.2 -0.2
H 16.076 -8.210 -21.991 0.5 0.3 0.2
H 14.639 -7.461 -22.478 0.0 0.5 0.0
H 15.043 -7.393 -20.788 0.2 0.0 0.1
H 17.586 -5.702 -26.429 0.3 0.2 0.0
H 17.845 -4.218 -25.422 -0.2 0.2 -0.1
H 16.170 -4.888 -25.819 0.1 0.5 0.0
O 9.961 2.089 -17.287 -0.1 0.7 0.0
S 10.632 0.879 -16.976 -0.2 -0.8 0.0
O 11.970 0.645 -17.410 0.6 0.2 0.0
O 10.552 0.701 -15.408 0.3 0.2 0.2
C 11.507 -0.240 -14.825 -0.5 -0.6 -0.1
C 11.236 -0.363 -13.345 0.1 0.7 -0.3
C 9.658 -0.473 -17.517 -1.1 -0.6 -0.7
H 12.512 0.092 -15.057 0.0 0.1 0.1
H 11.350 -1.214 -15.300 0.1 0.1 -0.1
H 10.201 -0.621 -13.131 0.0 -0.2 -0.1
H 11.420 0.612 -12.890 0.1 -0.2 0.3
H 11.914 -1.117 -12.949 0.0 0.1 0.2
H 9.916 -0.808 -18.522 0.6 0.2 0.1
H 8.610 -0.187 -17.614 0.1 0.3 0.4
H 9.715 -1.320 -16.837 0.2 0.1 0.1
O 17.825 4.031 -19.922 0.1 1.2 0.3
S 17.860 2.656 -20.232 0.5 -1.7 -0.5
O 18.398 1.700 -19.308 0.0 0.2 0.4
O 16.408 2.192 -20.655 -0.3 -0.2 -0.1
C 15.640 1.490 -19.658 -0.6 -1.4 0.5
C 15.182 2.399 -18.554 -0.3 1.3 -0.4
C 18.652 2.382 -21.786 -0.1 0.0 -0.2
H 16.167 0.583 -19.344 0.5 0.5 0.3
H 14.772 1.019 -20.127 0.0 0.7 -0.6
H 14.300 2.043 -18.025 0.3 -0.4 0.2
H 14.837 3.319 -19.046 -0.1 -0.1 0.0
H 15.966 2.771 -17.895 0.1 -0.5 0.2
H 17.912 2.650 -22.537 0.3 0.1 -0.2
H 18.934 1.337 -21.877 -0.3 -0.1 0.1
H 19.571 2.956 -21.858 -0.2 0.3 0.1
O 16.269 -2.032 -18.776 -0.8 0.4 0.0
S 16.954 -3.279 -18.794 2.1 0.2 0.2
O 16.314 -4.524 -18.527 -0.4 -0.1 -0.2
O 17.696 -3.432 -20.194 -0.6 -0.2 0.0
C 18.061 -2.248 -20.947 -0.1 0.9 0.1
C 19.479 -2.453 -21.429 -0.4 -0.1 -0.5
C 18.409 -3.134 -17.774 -0.8 0.1 0.2
H 17.945 -1.338 -20.349 0.2 -0.3 0.4
H 17.316 -2.100 -21.731 0.2 -0.4 -0.3
H 19.473 -3.368 -22.024 0.4 -0.1 0.2
H 20.173 -2.505 -20.593 0.0 -0.2 0.0
H 19.825 -1.651 -22.082 -0.2 0.1 0.0
H 19.049 -2.398 -18.252 0.2 -0.1 0.0
H 18.819 -4.134 -17.704 0.3 0.0 0.0
H 18.124 -2.763 -16.792 -0.1 -0.1 0.0
O 18.317 -7.616 -15.702 0.6 0.7 0.7
S 17.441 -8.474 -16.400 -0.1 0.3 -0.6
O 17.202 -9.796 -15.944 -0.2 -0.7 0.0
O 16.074 -7.691 -16.492 -0.3 -0.1 0.1
C 15.025 -8.380 -17.207 -0.3 0.4 -0.3
C 13.902 -7.411 -17.516 0.3 0.0 0.7
C 17.995 -8.481 -18.075 0.2 -0.6 -0.4
H 14.633 -9.211 -16.623 0.3 -0.1 0.1
H 15.459 -8.740 -18.142 -0.2 -0.2 0.0
H 13.213 -7.964 -18.155 -0.2 0.4 -0.2
H 14.273 -6.469 -17.917 0.0 -0.2 -0.6
H 13.389 -7.106 -16.604 -0.1 -0.3 0.1
H 17.530 -9.262 -18.673 -0.1 0.0 0.2
H 19.062 -8.696 -18.024 0.0 0.1 0.0
H 17.826 -7.522 -18.547 0.0 0.3 0.1
C 9.758 -6.207 -24.582 -0.8 0.5 -0.3
C 9.417 -6.621 -23.302 0.8 0.1 0.2
C 8.668 -5.791 -22.475 -0.1 0.3 0.2
C 8.221 -4.551 -22.911 0.2 -0.4 -0.4
C 8.469 -4.191 -24.234 0.0 0.3 -0.6
C 9.206 -5.011 -25.077 0.0 -1.2 0.4
H 10.366 -6.806 -25.247 0.0 -0.2 0.1
H 9.830 -7.541 -22.906 -0.2 -0.1 0.0
H 8.440 -6.062 -21.452 0.1 -0.3 -0.1
H 7.664 -3.934 -22.220 -0.1 0.2 -0.2
H 8.099 -3.282 -24.698 -0.3 -0.1 0.5
H 9.233 -4.870 -26.150 0.3 0.6 0.1
C 11.722 -9.255 -20.909 0.1 0.6 0.1
C 10.840 -10.319 -20.995 -0.1 0.2 0.1
C 9.507 -10.133 -20.619 0.0 -0.1 -0.2
C 9.067 -8.884 -20.199 0.3 -0.2 -0.1
C 9.978 -7.845 -20.091 0.5 0.8 0.4
C 11.324 -8.017 -20.379 -0.1 -1.4 -0.8
H 12.719 -9.339 -21.328 0.1 -0.2 0.3
H 11.234 -11.268 -21.332 -0.3 -0.1 -0.1
H 8.784 -10.934 -20.720 0.1 -0.1 0.1
H 8.031 -8.720 -19.937 0.0 0.0 -0.1
H 9.681 -6.855 -19.771 -0.3 -0.2 0.1
H 12.097 -7.272 -20.257 -0.3 0.4 0.0
C 14.579 -3.597 -14.205 0.5 0.4 -0.9
C 15.053 -2.974 -13.056 -1.0 -0.2 0.1
C 15.281 -1.610 -13.090 0.0 0.3 -0.1
C 15.058 -0.872 -14.250 0.5 0.3 0.4
C 14.675 -1.487 -15.430 -0.7 -0.2 0.5
C 14.437 -2.855 -15.378 0.0 -0.3 -0.4
H 14.391 -4.654 -14.308 -0.1 -0.2 0.5
H 15.018 -3.513 -12.116 0.5 0.0 0.0
H 15.605 -1.059 -12.216 0.0 -0.2 0.1
H 15.211 0.197 -14.153 0.0 0.0 -0.4
H 14.389 -0.932 -16.315 0.4 0.1 -0.1
H 14.133 -3.365 -16.287 -0.1 0.0 0.1
C 9.079 -0.780 -25.600 0.7 0.1 -0.6
C 8.966 0.136 -26.644 -0.5 -0.5 0.4
C 9.578 1.361 -26.519 0.4 0.9 -0.1
C 10.359 1.678 -25.412 -0.1 -0.3 0.1
C 10.479 0.760 -24.376 1.1 -0.1 -0.5
C 9.922 -0.492 -24.535 -1.6 -0.5 0.7
H 8.596 -1.748 -25.647 0.0 0.2 -0.2
H 8.375 -0.116 -27.515 0.0 0.1 0.0
H 9.463 2.140 -27.266 0.0 -0.3 -0.2
H 10.903 2.611 -25.372 -0.2 0.1 0.1
H 11.149 0.972 -23.553 -0.2 0.1 0.1
H 9.899 -1.227 -23.731 0.5 0.1 0.1
C 13.191 -2.972 -19.651 -0.4 -0.5 0.0
C 12.676 -4.225 -20.051 0.3 1.1 -0.3
C 11.461 -4.271 -20.727 0.5 -0.4 -0.4
C 10.772 -3.106 -21.067 0.1 -1.3 0.7
C 11.283 -1.902 -20.642 -0.5 0.7 -0.8
C 12.495 -1.816 -19.976 -0.3 0.0 0.5
H 14.085 -2.910 -19.046 0.1 0.0 -0.2
H 13.279 -5.114 -19.902 -0.2 -0.1 0.2
H 11.088 -5.233 -21.067 -0.1 0.1 0.1
H 9.824 -3.252 -21.568 0.1 0.5 -0.1
H 10.741 -1.001 -20.918 0.1 0.1 0.2
H 12.791 -0.832 -19.629 0.3 -0.1 0.0
C 10.166 -5.148 -17.803 0.1 -0.9 -0.4
C 8.900 -4.682 -18.132 0.2 0.8 0.2
C 7.766 -5.350 -17.701 0.0 -0.5 -0.1
C 7.903 -6.616 -17.137 -0.3 0.8 0.1
C 9.162 -7.166 -16.972 -0.8 -0.4 0.0
C 10.293 -6.457 -17.337 0.0 0.3 1.0
H 11.041 -4.535 -17.971 0.0 -0.1 -0.2
H 8.835 -3.754 -18.692 -0.2 0.1 0.3
H 6.778 -4.910 -17.744 0.1 0.0 -0.4
H 6.987 -7.089 -16.805 0.2 -0.3 0.1
H 9.184 -8.153 -16.526 0.5 0.0 -0.1
H 11.244 -6.933 -17.141 0.2 0.3 -0.1
```
Positions in Å, forces in eV/Å.

These are the Mulliken partial charges, in e, on atoms 1 to 5: -0.309 -0.450 -0.317 1.027 -0.617